Density functional theory data (ωB97M-V/def2-TZVPD) for a cluster of 17 separate species, C50H107N9O16 in total at a distorted geometry.

CARTESIAN COORDINATES (ANGSTROEM)
C  -20.380  4.822  8.386
C  -20.735  3.923  7.271
N  -21.127  3.243  6.409
H  -19.287  4.971  8.429
H  -20.704  4.373  9.307
H  -20.713  5.875  8.243
C  -21.630  8.406  10.872
C  -21.438  8.451  9.398
N  -21.373  8.376  8.276
H  -20.799  8.611  11.458
H  -21.986  7.420  11.189
H  -22.419  9.145  11.217
C  -26.786  5.252  15.275
C  -27.285  6.089  14.164
N  -27.774  6.862  13.496
H  -26.266  5.973  15.878
H  -26.111  4.452  14.909
H  -27.643  4.974  15.853
C  -20.221  5.074  13.231
C  -19.617  5.831  12.180
N  -19.046  6.457  11.397
H  -19.743  5.129  14.224
H  -20.432  4.006  13.064
H  -21.145  5.607  13.372
C  -28.747  5.292  10.616
C  -28.428  4.760  9.257
N  -28.202  4.315  8.220
H  -29.794  5.645  10.663
H  -28.134  6.142  10.961
H  -28.582  4.542  11.419
C  -25.638  3.526  11.783
C  -24.590  4.233  12.510
N  -23.815  4.744  13.191
H  -26.664  3.452  12.293
H  -25.321  2.482  11.592
H  -25.898  4.042  10.846
C  -24.273  -2.108  10.388
C  -25.566  -1.997  9.747
N  -26.581  -1.818  9.245
H  -23.825  -3.096  10.241
H  -24.416  -1.949  11.427
H  -23.627  -1.317  10.000
C  -22.983  1.200  3.969
C  -24.239  1.113  4.670
N  -25.225  1.046  5.259
H  -22.857  0.203  3.633
H  -22.110  1.495  4.594
H  -23.002  1.968  3.181
C  -26.130  1.435  8.578
C  -24.870  1.209  9.376
N  -24.063  0.962  10.131
H  -26.726  0.573  8.891
H  -25.946  1.419  7.479
H  -26.631  2.393  8.784
C  -29.436  -2.282  6.153
O  -28.599  -2.341  4.996
C  -27.739  -1.265  4.686
C  -28.411  -0.028  4.317
O  -28.865  0.729  5.481
C  -29.469  1.909  5.066
H  -28.931  -1.952  7.033
H  -29.902  -3.266  6.224
H  -30.204  -1.518  6.047
H  -27.247  -1.746  3.862
H  -27.070  -1.147  5.567
H  -29.330  -0.191  3.750
H  -27.692  0.595  3.696
H  -29.537  2.587  5.863
H  -30.471  1.721  4.684
H  -28.918  2.563  4.329
C  -23.027  1.805  16.480
O  -23.824  0.948  15.682
C  -23.449  0.715  14.353
C  -24.494  -0.149  13.695
O  -24.614  -1.524  14.202
C  -25.198  -1.639  15.518
H  -23.510  1.829  17.463
H  -23.054  2.814  16.098
H  -21.980  1.363  16.611
H  -22.542  0.087  14.311
H  -23.143  1.643  13.734
H  -24.140  -0.247  12.674
H  -25.435  0.321  13.827
H  -25.403  -2.730  15.563
H  -26.108  -1.020  15.551
H  -24.477  -1.350  16.295
C  -31.469  3.466  12.340
O  -31.031  2.312  12.930
C  -30.584  2.373  14.271
C  -29.870  1.093  14.631
O  -28.726  1.049  13.782
C  -28.628  -0.054  12.858
H  -32.503  3.681  12.666
H  -31.494  3.248  11.234
H  -30.874  4.354  12.574
H  -31.449  2.593  14.925
H  -29.796  3.189  14.382
H  -30.418  0.227  14.493
H  -29.465  0.963  15.700
H  -27.847  0.209  12.187
H  -29.611  -0.138  12.298
H  -28.406  -1.005  13.302
C  -20.399  -1.550  10.881
O  -20.984  -1.930  9.658
C  -20.838  -1.006  8.645
C  -21.565  -1.497  7.362
O  -22.926  -1.544  7.628
C  -23.623  -2.237  6.638
H  -19.416  -1.203  10.775
H  -20.484  -2.390  11.569
H  -21.038  -0.709  11.373
H  -19.800  -0.887  8.355
H  -21.133  -0.054  9.012
H  -21.165  -2.496  7.144
H  -21.294  -0.853  6.512
H  -23.379  -3.298  6.657
H  -23.410  -1.897  5.628
H  -24.708  -2.126  6.798
C  -31.744  4.611  7.884
O  -31.544  5.846  8.515
C  -31.839  6.871  7.673
C  -31.913  8.084  8.528
O  -30.603  8.467  8.951
C  -30.609  9.487  9.910
H  -31.481  3.878  8.593
H  -30.997  4.489  7.089
H  -32.747  4.587  7.438
H  -32.841  6.632  7.292
H  -31.188  6.927  6.795
H  -32.579  7.909  9.341
H  -32.394  8.867  7.963
H  -29.542  9.585  10.298
H  -31.308  9.230  10.742
H  -30.830  10.452  9.485
C  -34.674  0.026  9.852
O  -33.611  0.633  9.116
C  -32.629  -0.264  8.783
C  -31.311  0.420  8.366
O  -30.647  0.925  9.493
C  -29.272  1.152  9.232
H  -34.308  -0.216  10.906
H  -34.932  -0.930  9.313
H  -35.528  0.681  9.872
H  -33.080  -0.866  7.929
H  -32.296  -0.957  9.610
H  -31.445  1.111  7.576
H  -30.566  -0.307  7.994
H  -28.841  1.329  10.217
H  -29.073  2.035  8.575
H  -28.817  0.261  8.752
C  -27.134  6.424  5.265
O  -25.870  6.078  5.671
C  -25.340  5.010  4.841
C  -23.872  5.010  5.012
O  -23.367  5.907  4.074
C  -22.040  6.081  4.401
H  -27.163  6.439  4.141
H  -27.364  7.484  5.501
H  -27.943  5.753  5.503
H  -25.673  5.216  3.819
H  -25.865  4.109  5.181
H  -23.448  4.057  4.860
H  -23.627  5.327  6.020
H  -21.843  6.463  5.410
H  -21.640  6.756  3.621
H  -21.484  5.143  4.291
C  -24.880  9.557  9.740
O  -24.347  8.256  9.488
C  -25.483  7.434  9.156
C  -25.003  6.120  8.569
O  -24.664  5.263  9.645
C  -24.003  4.132  9.060
H  -25.480  9.906  8.907
H  -24.050  10.239  9.925
H  -25.488  9.668  10.654
H  -26.114  8.037  8.501
H  -26.052  7.290  10.113
H  -24.170  6.462  7.979
H  -25.788  5.579  7.918
H  -23.518  3.631  9.907
H  -23.262  4.577  8.413
H  -24.692  3.491  8.509

Calculated values
E_LUMO, eV: 0.3
Max |F|, eV/A: 4.16
E_tot, eV: -99741.1277
HOMO-LUMO gap, eV: 9.5

=====

Density functional theory data (ωB97M-V/def2-TZVPD) for an isolated molecule of C3H7NO2 at a distorted geometry.

CARTESIAN COORDINATES (ANGSTROEM)
O  0.417  0.703  1.669
C  -0.746  0.343  1.564
N  -1.132  -0.448  0.549
C  0.007  -0.853  -0.352
C  0.624  0.264  -1.252
O  1.684  1.017  -0.717
H  -1.508  0.659  2.300
H  -2.117  -0.739  0.538
H  0.845  -1.252  0.247
H  -0.366  -1.652  -0.990
H  1.059  -0.214  -2.141
H  -0.198  0.906  -1.601
H  1.433  1.267  0.185

Calculated values
E_LUMO, eV: 0.8
Max |F|, eV/A: 1.17
E_tot, eV: -8809.3581
Structure (SMILES): O=CNCCO
HOMO-LUMO gap, eV: 10.6

=====

Density functional theory data (ωB97M-V/def2-TZVPD) for the ion C2H5BrO3P with charge -1 at a distorted geometry.

CARTESIAN COORDINATES (ANGSTROEM)
O  -0.203  1.855  -0.633
P  -0.149  0.354  -0.655
O  -0.211  -0.428  -1.930
C  1.290  -0.234  0.439
O  2.295  -0.309  -0.541
C  -1.520  -0.208  0.532
Br  -3.193  0.630  -0.054
H  1.260  -1.144  1.074
H  1.452  0.541  1.068
H  1.970  -0.154  -1.446
H  -1.806  -1.220  0.670
H  -1.185  0.316  1.476

Calculated values
E_LUMO, eV: 3.4
Max |F|, eV/A: 3.71
Charge: -1
E_tot, eV: -87631.6081
Structure (SMILES): O=[P@@]([O-])(CO)CBr
HOMO-LUMO gap, eV: 8.6

=====

Density functional theory data (ωB97M-V/def2-TZVPD) for an isolated molecule of C2H5NOS at a distorted geometry.

CARTESIAN COORDINATES (ANGSTROEM)
C  -1.565  -0.118  -0.572
S  -0.383  1.236  -0.287
N  0.651  0.504  0.805
C  1.772  -0.118  0.221
O  1.875  -0.218  -0.938
H  -1.856  -0.637  0.240
H  -1.079  -0.900  -1.199
H  -2.589  0.188  -0.915
H  0.571  0.710  1.803
H  2.603  -0.646  0.842

Calculated values
E_LUMO, eV: 0.8
Max |F|, eV/A: 3.83
E_tot, eV: -16526.9190
Structure (SMILES): CSNC=O
HOMO-LUMO gap, eV: 9.8

=====

Density functional theory data (ωB97M-V/def2-TZVPD) for an isolated molecule of C18H17ClN2O.

CARTESIAN COORDINATES (ANGSTROEM)
N  -0.673  -0.525  -3.231
C  -0.948  -0.042  -2.233
C  -1.239  0.640  -0.982
C  -2.646  0.348  -0.484
C  -3.583  -0.295  -1.278
C  -4.856  -0.535  -0.788
C  -5.199  -0.137  0.492
C  -4.264  0.507  1.285
C  -2.993  0.750  0.799
N  -0.235  0.273  0.019
C  0.639  1.288  0.569
C  2.076  1.164  0.109
C  3.111  1.491  0.976
C  4.428  1.385  0.566
C  4.722  0.946  -0.714
C  3.695  0.622  -1.583
C  2.377  0.733  -1.176
C  -0.168  -1.052  0.315
O  -0.914  -1.849  -0.215
C  0.842  -1.494  1.367
C  1.441  -2.831  0.959
Cl  2.639  -2.581  -0.342
H  -1.147  1.718  -1.177
H  -3.317  -0.618  -2.272
H  -5.579  -1.042  -1.410
H  -6.190  -0.330  0.873
H  -4.524  0.820  2.286
H  -2.266  1.251  1.423
H  0.254  2.267  0.261
H  0.594  1.259  1.665
H  2.884  1.827  1.978
H  5.224  1.638  1.250
H  5.750  0.854  -1.031
H  3.916  0.275  -2.580
H  1.585  0.465  -1.860
H  0.292  -1.627  2.303
H  1.638  -0.769  1.516
H  0.667  -3.488  0.561
H  1.967  -3.307  1.785

Calculated values
E_LUMO, eV: 0.5
Max |F|, eV/A: 0.71
E_tot, eV: -36492.2553
Structure (SMILES): N#C[C@@H](c1ccccc1)N(Cc1ccccc1)C(=O)CCCl
HOMO-LUMO gap, eV: 9.9

=====

Density functional theory data (ωB97M-V/def2-TZVPD) for the ion C21H29BBrIN2O8P with charge +1 at a distorted geometry.

CARTESIAN COORDINATES (ANGSTROEM)
C  2.258  4.884  0.722
C  1.331  3.936  -0.176
O  2.216  3.276  -1.091
C  1.520  2.251  -1.837
C  1.230  0.971  -0.946
C  2.308  0.045  -0.625
B  3.757  0.527  -1.227
N  4.084  -0.032  -2.555
O  4.606  1.379  -0.496
C  2.122  -1.250  0.170
C  3.450  -2.006  0.364
I  4.465  -0.908  2.013
C  3.500  -3.486  0.888
C  5.033  -3.957  0.947
C  0.754  -1.607  0.670
C  0.566  -2.965  1.391
C  -0.330  -0.607  0.419
C  -1.750  -0.756  0.969
C  -2.219  -1.873  1.941
C  -2.934  -3.077  1.215
O  -2.772  -3.155  0.027
Br  -4.010  -4.428  2.123
C  -2.812  0.215  0.628
C  -4.314  0.091  1.093
O  -5.237  -0.006  -0.019
C  -5.096  -1.244  -0.682
C  -4.443  -1.275  -2.117
O  -5.501  -2.262  -0.190
N  -2.538  1.376  -0.179
P  -3.691  2.629  -0.609
O  -4.460  2.156  -1.784
O  -2.923  4.030  -1.143
O  -4.653  3.122  0.649
C  -1.239  1.564  -0.630
C  -0.122  0.654  -0.393
H  3.220  5.027  0.138
H  1.824  5.914  0.840
H  2.558  4.403  1.688
H  0.800  3.252  0.539
H  0.655  4.629  -0.750
H  0.578  2.743  -2.210
H  2.079  1.984  -2.782
H  4.659  0.639  -3.082
H  3.195  -0.099  -3.068
H  4.511  2.310  -0.771
H  4.117  -2.049  -0.550
H  3.016  -4.152  0.109
H  3.043  -3.675  1.891
H  5.437  -3.881  1.989
H  5.670  -3.281  0.307
H  5.133  -4.992  0.510
H  1.082  -2.972  2.389
H  -0.460  -3.396  1.436
H  1.065  -3.729  0.717
H  -2.952  -1.395  2.663
H  -1.430  -2.228  2.669
H  -4.622  0.915  1.802
H  -4.530  -0.861  1.664
H  -5.287  -1.579  -2.809
H  -3.612  -2.020  -2.198
H  -4.121  -0.256  -2.467
H  -2.635  4.522  -0.345
H  -4.102  3.521  1.361
H  -1.048  2.492  -1.212

Calculated values
E_LUMO, eV: -5.0
Max |F|, eV/A: 5.52
Charge: +1
E_tot, eV: -129709.5862
Structure (SMILES): CCOCc1c(B(N)O)c([C@@H](I)CC)c(C)c2c(CC(=O)Br)c(COC(C)=O)[n+](P(=O)(O)O)cc12
HOMO-LUMO gap, eV: 6.8

=====

Density functional theory data (ωB97M-V/def2-TZVPD) for an isolated molecule of C18H11Cl2FN2OS at a distorted geometry.

CARTESIAN COORDINATES (ANGSTROEM)
C  -2.494  0.029  0.085
C  -1.569  -0.094  -1.122
O  -0.305  -0.700  -0.763
C  0.657  0.218  -0.417
C  1.086  1.271  -1.272
N  2.021  2.166  -0.936
C  2.599  2.027  0.260
C  2.267  0.989  1.177
C  2.934  0.947  2.506
C  2.769  0.010  3.524
C  3.543  0.361  4.749
C  4.300  1.507  4.589
C  5.216  2.068  5.530
N  6.020  2.489  6.300
S  4.035  2.256  3.023
C  1.275  0.075  0.797
C  -2.310  -0.910  -2.213
C  -2.927  -0.201  -3.308
Cl  -2.819  1.547  -3.402
C  -3.725  -0.869  -4.222
C  -3.906  -2.236  -4.126
C  -3.230  -2.995  -3.191
F  -3.419  -4.344  -3.129
C  -2.470  -2.345  -2.181
Cl  -1.877  -3.356  -0.930
H  -2.076  0.709  0.833
H  -2.573  -0.990  0.545
H  -3.487  0.372  -0.130
H  -1.438  0.917  -1.498
H  0.627  1.332  -2.268
H  3.417  2.693  0.465
H  2.141  -0.860  3.443
H  3.614  -0.281  5.618
H  0.947  -0.708  1.472
H  -4.282  -0.312  -4.998
H  -4.560  -2.782  -4.811

Calculated values
E_LUMO, eV: -0.6
Max |F|, eV/A: 4.37
E_tot, eV: -62468.4055
Structure (SMILES): C[C@@H](Oc1cncc(-c2ccc(C#N)s2)c1)c1c(Cl)ccc(F)c1Cl
HOMO-LUMO gap, eV: 8.2

=====

Density functional theory data (ωB97M-V/def2-TZVPD) for a structure of composition C13H15HgPSe2 at a distorted geometry.

CARTESIAN COORDINATES (ANGSTROEM)
Hg  -0.176  3.653  -0.736
C  0.719  4.785  -2.386
H  0.083  5.675  -2.465
H  1.738  5.049  -2.088
H  0.701  4.184  -3.298
H  2.243  5.139  -4.865
H  2.484  4.461  -5.122
Se  -1.106  2.121  1.129
P  -0.195  0.293  0.209
Se  0.898  0.844  -1.588
C  0.870  -0.550  1.438
C  2.050  0.113  1.785
C  2.935  -0.470  2.691
C  2.638  -1.720  3.248
C  1.464  -2.388  2.887
C  0.563  -1.803  1.987
C  -1.468  -0.964  -0.142
C  -1.107  -2.010  -1.001
C  -2.056  -2.983  -1.320
C  -3.354  -2.891  -0.803
C  -3.717  -1.803  -0.001
C  -2.779  -0.819  0.319
H  2.267  1.072  1.315
H  3.853  0.046  2.965
H  3.325  -2.176  3.963
H  1.244  -3.375  3.296
H  -0.363  -2.314  1.719
H  -0.107  -2.028  -1.434
H  -1.777  -3.815  -1.964
H  -4.089  -3.663  -1.037
H  -4.737  -1.712  0.370
H  -3.041  0.051  0.925

Calculated values
E_LUMO, eV: 0.0
Max |F|, eV/A: 1.37
E_tot, eV: -157880.8743
HOMO-LUMO gap, eV: 8.0